{
  "formula": "C5H9NO",
  "method": "ωB97M-V/def2-TZVPD",
  "elements": ["O", "N", "C", "C", "C", "C", "C", "H", "H", "H", "H", "H", "H", "H", "H", "H"],
  "xyz": [[0.798825, 1.368998, 2.270660], [0.906681, 0.093934, 1.635382], [0.570936, 1.215907, -0.561164], [-2.278516, -0.047029, -1.465666], [0.827522, -0.015402, 0.403477], [-2.359925, -0.809872, -0.521481], [1.083721, -1.410790, -0.160935], [2.100431, -1.636179, -0.532504], [0.399773, -1.488416, -0.957254], [-0.115771, 0.770352, -1.283646], [-2.493480, -1.567149, 0.258169], [1.001876, -2.159083, 0.664164], [0.452054, 1.059582, 3.100759], [-0.061381, 1.847034, 0.071818], [1.286930, 1.890837, -1.010313], [-2.119671, 0.887273, -1.911461]],
  "forces_ev_per_a": [[-0.113, -0.562, -1.755], [-0.039, -0.493, 2.871], [-1.838, -1.463, 1.568], [-0.205, -1.157, 2.485], [1.995, 1.836, -2.795], [-0.266, -0.082, -0.760], [0.861, 0.137, 1.680], [-0.287, 0.897, -0.063], [-0.898, -0.907, -0.949], [0.501, 0.446, -0.383], [0.190, 0.719, -0.822], [-0.618, 0.531, -0.743], [-0.042, 0.127, 0.708], [0.022, 0.187, -0.187], [0.814, -0.644, 0.088], [-0.076, 0.428, -0.944]],
  "lumo_energy_ev": 1.0,
  "smiles": "CC(C)=NO.C#C",
  "relative_energy_kcal_mol": 125.9,
  "e_homo_ha": -0.3516,
  "total_charge": 0,
  "max_force_ha_per_bohr": 0.0757,
  "orbital_gap_ev": 10.61
}